{"formula": "HO5S2", "method": "wB97M-V/def2-TZVPD", "symbols": ["O", "O", "O", "O", "O", "S", "S", "H"], "xyz": [[-1.017, 1.469, 0.834], [-2.264, 0.434, -0.980], [0.076, -1.929, 1.265], [2.354, 0.102, -0.774], [0.077, -0.240, -0.515], [-1.086, 1.224, -0.634], [-0.464, -0.659, 0.802], [2.323, -0.402, 0.002]], "atomic_forces_ev_per_a": [[-0.62, 2.48, -1.52], [-0.16, 0.86, -0.55], [1.02, -1.44, -0.29], [0.21, 1.45, -1.96], [1.76, -0.06, -2.91], [-1.12, 1.00, 0.53], [-0.98, -2.94, 4.72], [-0.11, -1.36, 1.99]], "nbo_charge": [-0.985, -0.967, -0.927, -0.700, -0.868, 1.681, 1.360, 0.406], "e_tot_ha": -1173.0789, "homo_ev": [-5.332, -2.776], "homo_lumo_gap_ev": [8.936, 5.331], "de_lowest_kj_mol": 452.7, "charge": -1}

---

{"formula": "C56H116F18N4O16", "method": "wB97M-V/def2-TZVPD", "symbols": ["C", "C", "N", "C", "C", "C", "C", "C", "O", "C", "H", "H", "H", "H", "H", "H", "H", "H", "H", "H", "H", "H", "H", "H", "H", "H", "H", "H", "H", "H", "C", "C", "N", "C", "C", "C", "C", "C", "O", "C", "H", "H", "H", "H", "H", "H", "H", "H", "H", "H", "H", "H", "H", "H", "H", "H", "H", "H", "H", "H", "C", "C", "N", "C", "C", "C", "C", "C", "O", "C", "H", "H", "H", "H", "H", "H", "H", "H", "H", "H", "H", "H", "H", "H", "H", "H", "H", "H", "H", "H", "C", "C", "N", "C", "C", "C", "C", "C", "O", "C", "H", "H", "H", "H", "H", "H", "H", "H", "H", "H", "H", "H", "H", "H", "H", "H", "H", "H", "H", "H", "C", "O", "O", "C", "F", "F", "F", "C", "C", "H", "H", "H", "H", "H", "H", "C", "O", "O", "C", "F", "F", "F", "C", "C", "H", "H", "H", "H", "H", "H", "C", "O", "O", "C", "F", "F", "F", "C", "C", "H", "H", "H", "H", "H", "H", "C", "O", "O", "C", "F", "F", "F", "C", "C", "H", "H", "H", "H", "H", "H", "C", "O", "O", "C", "F", "F", "F", "C", "C", "H", "H", "H", "H", "H", "H", "C", "O", "O", "C", "F", "F", "F", "C", "C", "H", "H", "H", "H", "H", "H"], "xyz": [[-1.810, -3.386, -1.144], [-1.978, -2.090, -0.315], [-0.737, -1.741, 0.628], [-0.986, -2.869, 1.704], [0.623, -1.829, -0.067], [0.758, -0.948, -1.329], [-1.072, -0.284, 1.146], [-0.208, 0.044, 2.365], [1.167, 0.294, 2.206], [1.839, 1.024, 3.290], [-1.869, -4.345, -0.630], [-0.821, -3.486, -1.590], [-2.592, -3.414, -1.903], [-2.967, -1.918, 0.111], [-1.959, -1.308, -1.074], [-1.839, -2.583, 2.319], [-0.065, -2.842, 2.286], [-0.973, -3.855, 1.238], [0.695, -2.873, -0.371], [1.314, -1.523, 0.718], [0.794, 0.121, -1.117], [-0.144, -1.118, -1.918], [1.636, -1.378, -1.811], [-2.118, -0.063, 1.359], [-0.744, 0.423, 0.384], [-0.362, -0.698, 3.148], [-0.648, 0.965, 2.749], [2.223, 0.481, 4.153], [1.473, 2.003, 3.599], [2.762, 1.229, 2.747], [-7.941, 8.543, 3.080], [-7.991, 7.053, 2.642], [-6.961, 6.227, 3.473], [-7.277, 4.691, 2.992], [-5.399, 6.540, 3.325], [-4.448, 5.679, 4.158], [-7.185, 6.478, 5.017], [-8.641, 6.561, 5.361], [-9.155, 5.378, 4.945], [-10.513, 5.180, 4.755], [-8.450, 8.992, 2.227], [-6.871, 8.731, 3.166], [-8.396, 8.946, 3.984], [-7.675, 7.016, 1.600], [-9.006, 6.677, 2.772], [-6.666, 4.039, 3.616], [-6.837, 4.677, 1.995], [-8.299, 4.346, 3.149], [-5.213, 7.549, 3.692], [-5.176, 6.395, 2.268], [-3.386, 5.809, 3.950], [-4.501, 4.618, 3.914], [-4.601, 5.625, 5.235], [-6.627, 7.349, 5.359], [-6.783, 5.630, 5.572], [-9.251, 7.360, 4.939], [-8.693, 6.559, 6.450], [-10.697, 4.190, 4.337], [-10.932, 5.851, 4.004], [-11.114, 5.241, 5.662], [5.499, -0.127, -7.357], [6.823, -0.450, -8.139], [7.070, -1.928, -8.559], [6.037, -2.239, -9.649], [8.464, -2.043, -9.286], [8.921, -3.499, -9.752], [6.952, -2.907, -7.394], [7.745, -2.609, -6.130], [9.115, -2.739, -6.632], [9.990, -2.237, -5.608], [4.596, -0.185, -7.964], [5.550, 0.862, -6.902], [5.161, -0.850, -6.615], [7.657, -0.040, -7.570], [6.931, 0.164, -9.034], [6.223, -1.437, -10.363], [5.047, -2.176, -9.198], [6.255, -3.261, -9.959], [9.168, -1.490, -8.664], [8.340, -1.344, -10.113], [8.378, -3.772, -10.657], [8.731, -4.363, -9.116], [9.980, -3.593, -9.990], [7.163, -3.927, -7.716], [5.902, -2.889, -7.102], [7.492, -3.403, -5.427], [7.581, -1.572, -5.838], [9.836, -1.200, -5.310], [11.048, -2.325, -5.855], [9.829, -2.798, -4.687], [-0.856, 1.620, -7.700], [-1.465, 0.244, -7.687], [-2.587, -0.069, -8.774], [-3.732, 0.885, -8.578], [-1.982, 0.119, -10.216], [-0.899, -0.810, -10.704], [-3.027, -1.573, -8.722], [-3.996, -1.811, -7.695], [-5.271, -1.482, -8.209], [-6.283, -1.716, -7.312], [-0.451, 2.015, -6.768], [-1.611, 2.356, -7.975], [-0.146, 1.738, -8.518], [-1.975, 0.083, -6.737], [-0.679, -0.511, -7.669], [-4.019, 1.013, -7.534], [-4.634, 0.583, -9.112], [-3.424, 1.878, -8.904], [-1.623, 1.145, -10.301], [-2.788, -0.061, -10.926], [-0.515, -0.493, -11.673], [-0.968, -1.883, -10.884], [-0.018, -0.807, -10.062], [-2.208, -2.293, -8.712], [-3.550, -1.794, -9.653], [-3.803, -1.246, -6.783], [-3.920, -2.888, -7.547], [-5.974, -1.128, -6.448], [-6.459, -2.744, -6.994], [-7.238, -1.382, -7.718], [-5.047, -1.446, 6.059], [-6.425, -1.517, 6.534], [-4.822, -0.118, 5.628], [-4.064, -2.242, 6.985], [-3.926, -1.660, 8.132], [-4.609, -3.419, 7.369], [-2.906, -2.528, 6.431], [-7.497, -1.564, 5.511], [-7.890, -2.902, 5.015], [-8.571, -2.946, 4.164], [-6.972, -3.455, 4.817], [-8.199, -3.472, 5.890], [-7.304, -1.003, 4.597], [-8.358, -1.103, 5.996], [-5.163, -2.162, 5.245], [-3.993, -9.271, 3.527], [-4.939, -8.935, 4.592], [-4.093, -10.683, 3.465], [-4.098, -8.506, 2.198], [-4.506, -7.286, 2.393], [-2.903, -8.530, 1.576], [-4.912, -8.874, 1.284], [-4.791, -7.652, 5.268], [-6.111, -7.726, 6.192], [-6.947, -7.335, 5.611], [-6.404, -8.675, 6.642], [-5.999, -6.927, 6.924], [-4.783, -6.786, 4.606], [-3.885, -7.600, 5.872], [-3.016, -8.931, 3.873], [9.147, 6.343, 11.484], [8.743, 5.523, 10.376], [10.231, 5.752, 12.166], [9.323, 7.867, 11.006], [8.149, 8.487, 10.929], [10.156, 8.645, 11.684], [9.802, 7.910, 9.773], [7.350, 5.640, 9.939], [7.106, 4.953, 8.507], [7.034, 3.878, 8.670], [6.214, 5.185, 7.926], [7.862, 5.197, 7.761], [6.964, 6.659, 9.931], [6.617, 5.293, 10.667], [8.314, 6.437, 12.180], [9.688, 0.186, 1.571], [9.012, 1.129, 0.738], [11.065, 0.545, 1.499], [8.936, 0.190, 2.997], [8.453, 1.375, 3.306], [7.903, -0.687, 3.227], [9.726, -0.020, 4.049], [7.920, 0.762, -0.056], [7.013, 1.968, -0.259], [6.056, 1.747, -0.731], [6.796, 2.408, 0.715], [7.505, 2.801, -0.761], [7.276, 0.010, 0.399], [8.262, 0.342, -1.002], [9.524, -0.849, 1.272], [-3.211, 4.509, -3.434], [-2.563, 4.998, -2.250], [-3.038, 3.132, -3.345], [-4.546, 5.416, -3.546], [-4.312, 6.685, -3.707], [-5.160, 4.978, -4.623], [-5.395, 5.291, -2.521], [-1.113, 5.101, -2.391], [-0.657, 5.460, -0.961], [-1.343, 4.988, -0.258], [0.412, 5.282, -0.838], [-0.911, 6.480, -0.675], [-0.724, 5.720, -3.198], [-0.736, 4.084, -2.505], [-2.631, 4.779, -4.316], [3.914, -6.216, 4.421], [3.169, -7.403, 4.593], [4.961, -6.434, 5.412], [4.213, -5.940, 2.924], [5.495, -5.860, 2.750], [3.803, -6.974, 2.178], [3.688, -4.868, 2.406], [1.887, -7.337, 5.251], [1.441, -8.666, 5.870], [2.331, -9.257, 6.083], [0.767, -8.544, 6.719], [1.030, -9.242, 5.041], [1.140, -7.171, 4.475], [1.816, -6.526, 5.975], [3.170, -5.468, 4.694]], "atomic_forces_ev_per_a": [[0.06, -0.37, 0.79], [1.79, 0.59, -2.06], [-4.56, -0.61, -0.29], [2.47, 1.63, 0.03], [-1.09, 0.55, 0.30], [-0.83, -0.84, 1.05], [2.95, -0.56, 0.10], [-0.80, 0.63, 1.60], [-0.16, 0.09, 0.13], [1.68, -0.15, -1.63], [-0.49, 0.22, 0.52], [-0.12, 0.58, -0.43], [0.16, 0.15, -0.10], [0.47, -0.54, 0.99], [0.12, 0.27, 0.00], [-0.01, -0.29, -0.30], [-0.22, -0.09, 0.50], [-0.56, 0.36, -0.13], [0.41, 0.07, 0.41], [0.26, -0.38, -0.14], [0.50, -0.18, -0.04], [0.29, -0.01, -0.46], [0.00, 0.62, -0.31], [0.00, -0.89, 0.05], [-0.20, -0.33, -0.45], [-0.10, -0.17, 0.13], [-0.34, 0.14, 0.18], [-0.96, -0.70, 0.02], [-0.94, -0.24, -0.28], [0.19, 0.36, 0.22], [0.40, -0.74, -1.02], [1.26, 1.25, 1.76], [-0.59, -1.58, 1.26], [2.00, 1.19, 1.17], [-0.52, -0.42, -0.19], [-0.42, -2.07, 0.11], [-0.21, -0.26, -1.08], [-0.43, 0.37, 0.96], [-0.21, -2.81, -0.94], [-1.03, -0.05, -0.19], [0.54, 0.83, 0.08], [-0.15, 0.89, -0.52], [-0.23, -0.79, 0.01], [-0.03, -0.27, 0.13], [0.42, -0.63, 0.02], [0.08, 0.13, 0.05], [-0.56, -0.13, -0.11], [0.13, 0.87, -0.42], [-0.54, 0.21, -0.63], [0.00, 0.37, 0.02], [-0.16, 1.00, -0.09], [-0.46, -0.18, -0.37], [0.00, 0.77, -0.02], [-0.04, 0.14, -0.47], [0.01, -0.14, -0.39], [0.42, 0.47, 0.16], [-0.04, 0.72, 0.37], [0.45, -0.16, 0.17], [-0.03, 0.54, -0.02], [0.11, 0.20, 0.23], [-0.24, -0.94, -0.83], [-0.14, 0.15, 0.72], [0.57, 0.13, -0.19], [0.82, 0.12, 1.59], [0.08, -0.05, 0.37], [-1.00, 0.66, -0.14], [-1.31, 0.21, 0.45], [1.52, -0.13, -3.07], [-0.44, 0.85, 1.68], [0.43, -0.40, 0.79], [0.22, 0.54, -0.71], [0.18, -0.15, -0.08], [0.99, -0.04, 0.54], [0.22, -0.84, 0.41], [-0.54, -0.34, -0.37], [-0.40, -0.57, -0.41], [0.06, 0.01, -0.19], [-0.21, 0.30, -0.44], [0.05, -0.78, 0.34], [-0.09, -0.48, -0.50], [0.07, 0.27, -0.25], [-0.09, 0.58, 0.71], [-0.01, 0.69, 0.11], [0.15, 0.30, -0.36], [-0.17, -0.04, -0.21], [0.09, 0.41, 0.48], [-0.12, -0.23, 0.72], [-0.42, 0.28, -0.49], [-0.25, -0.27, -0.49], [0.07, -0.23, 0.05], [-0.71, 1.09, -1.56], [-0.80, -0.75, 0.89], [2.35, -0.85, -0.98], [-0.19, 0.54, -0.15], [-0.94, -0.40, -0.03], [2.15, -0.66, 0.56], [1.00, 1.59, -1.70], [-1.62, -0.79, 1.04], [1.12, -0.48, -1.66], [-1.00, 0.51, 1.52], [0.03, -0.70, 0.12], [-0.23, 0.11, 0.28], [0.45, -0.21, 0.23], [-0.25, 0.13, -0.04], [-0.26, -0.29, -0.77], [0.33, -0.44, 0.13], [0.43, -0.22, -0.18], [0.09, -0.20, -0.18], [-0.22, -0.05, 0.20], [-0.52, 0.57, 0.38], [-0.28, 0.62, 0.00], [-1.41, -0.07, 0.33], [0.17, 0.45, 0.22], [0.53, 0.78, 0.36], [0.10, 0.39, -0.28], [0.02, -0.25, 0.40], [-0.34, -0.19, 0.77], [-0.89, -0.01, 0.66], [0.52, -0.37, -0.18], [0.23, 0.31, -0.05], [-1.19, 2.85, -3.25], [-1.64, -0.70, 0.27], [0.85, -3.30, 1.34], [-3.17, 0.31, -0.05], [1.46, 2.02, 2.10], [-0.37, -1.16, -0.89], [0.93, 0.26, -0.52], [1.08, 1.37, 0.64], [1.17, -2.00, 1.46], [-0.04, 0.16, 0.21], [0.13, 0.01, -0.79], [-0.91, -0.23, -0.16], [0.76, 0.79, 0.32], [0.09, 0.23, 0.15], [0.82, -0.35, -1.07], [-0.40, -5.19, 1.53], [0.58, 2.20, -1.05], [0.62, 3.64, -1.16], [0.40, -1.67, 1.55], [0.39, 3.89, 0.97], [1.14, 0.65, 0.07], [-2.71, -2.68, -2.54], [-2.32, -2.45, 0.83], [1.22, 2.28, -0.92], [-0.14, -0.41, -0.34], [0.67, -0.01, -0.23], [0.01, -0.21, 0.65], [-0.36, -0.02, 0.00], [0.18, -0.27, 0.12], [0.66, 0.27, 0.38], [2.81, -1.33, 2.99], [-1.88, 0.28, -1.21], [-2.51, 2.21, -2.25], [1.01, -2.40, -0.63], [-1.42, 0.92, 0.49], [0.13, 0.35, 1.33], [0.61, -0.07, -1.87], [0.11, 0.38, -1.09], [0.50, 0.07, 1.23], [0.46, -0.08, -0.21], [-0.61, 0.56, 0.80], [0.59, -0.18, 0.52], [0.79, 0.64, -0.61], [0.32, -1.20, 0.36], [-0.89, -0.06, 0.20], [3.99, 0.55, -0.03], [-1.06, 0.42, -0.35], [-4.04, -1.34, 1.17], [1.03, 0.62, 1.16], [-1.40, 1.95, -0.63], [0.02, -0.17, -1.33], [1.52, -1.14, 0.11], [-0.43, -0.02, 0.53], [0.33, 0.76, 0.42], [0.05, -0.19, -0.24], [-0.13, -0.28, 0.24], [0.13, -0.16, -0.45], [0.12, -0.42, 0.32], [0.13, -0.08, -0.46], [-0.28, -0.45, -0.76], [2.13, -2.69, 1.26], [1.23, 2.32, -0.67], [-2.37, 1.78, -1.06], [1.87, -3.70, 1.05], [0.57, 1.89, -0.18], [-1.42, -0.26, -1.69], [-0.51, 0.02, 0.66], [-1.29, -1.30, 2.40], [-0.64, 1.06, -0.57], [0.59, -1.04, -0.07], [-0.17, -0.13, 0.41], [0.49, 0.57, -0.52], [-0.41, 0.38, 0.00], [-0.05, -0.19, -0.63], [0.00, 1.07, -0.56], [1.36, -1.03, 5.12], [-2.10, -1.92, -0.50], [-1.75, 2.10, -3.70], [0.71, -2.92, 2.26], [2.46, 0.44, -0.67], [-0.59, -0.63, -1.07], [-1.42, 2.14, -0.65], [0.18, 0.17, -0.84], [1.37, -0.25, -1.16], [0.09, 0.18, 0.78], [0.06, -0.14, -0.20], [-0.71, -0.11, 0.32], [-0.27, 0.63, -0.14], [0.43, 0.16, 0.08], [0.13, 1.18, 0.22]], "lowdin_charge": [-0.070, -0.154, -0.206, 0.060, -0.139, -0.044, -0.045, -0.225, -0.196, -0.047, 0.078, 0.067, 0.084, 0.134, 0.100, 0.122, 0.105, 0.099, 0.118, 0.127, 0.081, 0.060, 0.087, 0.143, 0.124, 0.128, 0.129, 0.096, 0.089, 0.088, -0.060, -0.136, -0.167, 0.083, -0.126, -0.069, -0.068, -0.247, -0.216, -0.087, 0.088, 0.069, 0.076, 0.132, 0.113, 0.097, 0.103, 0.092, 0.109, 0.130, 0.098, 0.082, 0.083, 0.137, 0.138, 0.114, 0.145, 0.101, 0.087, 0.098, -0.052, -0.134, -0.240, 0.022, -0.110, -0.034, -0.105, -0.143, -0.212, -0.078, 0.061, 0.093, 0.073, 0.125, 0.122, 0.106, 0.094, 0.103, 0.116, 0.112, 0.065, 0.073, 0.087, 0.131, 0.123, 0.149, 0.122, 0.091, 0.095, 0.097, -0.061, -0.135, -0.187, 0.012, -0.149, -0.097, -0.095, -0.237, -0.198, -0.105, 0.106, 0.075, 0.075, 0.124, 0.119, 0.124, 0.113, 0.102, 0.124, 0.130, 0.090, 0.082, 0.069, 0.142, 0.148, 0.137, 0.149, 0.098, 0.098, 0.102, -0.461, -0.135, -0.313, -0.639, 0.167, 0.103, 0.157, -0.282, -0.112, 0.072, 0.068, 0.074, 0.099, 0.101, 0.104, -0.458, -0.140, -0.293, -0.690, 0.135, 0.107, 0.168, -0.219, -0.072, 0.048, 0.064, 0.045, 0.088, 0.098, 0.122, -0.484, -0.103, -0.292, -0.618, 0.101, 0.126, 0.122, -0.233, -0.069, 0.057, 0.045, 0.061, 0.081, 0.094, 0.110, -0.448, -0.117, -0.294, -0.559, 0.125, 0.077, 0.115, -0.312, -0.095, 0.054, 0.073, 0.062, 0.108, 0.096, 0.116, -0.487, -0.153, -0.290, -0.640, 0.164, 0.125, 0.123, -0.246, -0.091, 0.068, 0.068, 0.057, 0.107, 0.096, 0.107, -0.436, -0.138, -0.269, -0.668, 0.161, 0.113, 0.144, -0.266, -0.080, 0.070, 0.069, 0.064, 0.097, 0.109, 0.110], "e_tot_ha": -5422.6623, "homo_ev": -1.512, "homo_lumo_gap_ev": 0.917, "charge": -2}